Density functional theory data (ωB97M-V/def2-TZVPD) for C34H56Br3F2N2O20S2 as an isolated structure.

Values from the calculation:
* Kohn-Sham gap: 2.14 eV
* total charge: -3

Atoms and positions in Å:
C: -2.8975 -0.2580 1.2537
C: -1.5184 0.1088 0.6657
C: -0.4152 -0.6849 1.3135
O: 0.7688 -0.2720 0.6412
C: 1.9643 -0.9212 1.0729
N: -1.5610 -0.1723 -0.7782
H: -2.0662 0.5389 -1.3406
H: -0.6091 -0.2469 -1.2160
H: -1.9953 -1.0594 -1.1304
H: -2.9897 0.3088 2.1866
H: -2.8804 -1.3327 1.4345
H: -3.7715 0.0585 0.6859
H: -1.2942 1.1768 0.6952
H: -0.5853 -1.7278 1.0191
H: -0.3689 -0.5118 2.3925
H: 2.2292 -0.3183 1.9492
H: 2.6863 -0.9459 0.2617
H: 1.7269 -1.9391 1.3910
C: 1.1240 3.7901 -3.9468
C: 1.6688 3.5593 -2.5473
C: 1.5801 4.8599 -1.7681
O: 1.7582 4.7431 -0.3689
C: 1.8320 5.9603 0.2975
N: 0.8991 2.4838 -1.8594
H: 0.9052 1.5825 -2.3959
H: 1.3931 2.2688 -0.9871
H: -0.1212 2.6503 -1.8592
H: 0.4518 4.6517 -4.0073
H: 0.6396 2.8980 -4.3671
H: 1.8561 4.1465 -4.6805
H: 2.6815 3.1581 -2.4857
H: 0.6203 5.3652 -1.9372
H: 2.3319 5.5766 -2.1332
H: 0.9398 6.5867 0.3966
H: 2.6594 6.5884 -0.0591
H: 2.1356 5.7466 1.3269
C: -2.4721 -3.7866 -0.7345
O: -2.1387 -3.0840 -1.8746
H: -2.1745 -4.8563 -0.6801
H: -2.0304 -3.3661 0.2056
H: -3.5781 -3.7937 -0.6055
S: 1.1242 -0.6246 -3.8490
O: 0.6343 -0.2353 -2.5058
O: 1.5200 0.5414 -4.6432
O: 2.2191 -1.6276 -3.7798
O: 0.0387 -1.2634 -4.6182
S: -2.2803 1.4700 -3.7373
O: -1.7460 2.1508 -2.5352
O: -3.5999 2.0565 -4.1642
O: -1.3273 1.6603 -4.8188
O: -2.5273 0.0431 -3.5180
C: -5.8752 -2.1213 -1.1072
C: -5.2188 -0.9274 -1.7625
C: -5.6863 -0.6263 -3.2103
O: -6.7308 0.3432 -2.9724
C: -6.3422 1.0431 -1.9087
O: -6.7073 2.1522 -1.6307
O: -5.5878 0.2979 -1.0945
H: -6.9542 -2.1984 -1.2834
H: -5.7524 -2.2337 -0.0305
H: -5.5295 -3.0839 -1.4924
H: -4.1321 -1.0195 -1.7472
H: -6.0865 -1.4792 -3.7621
H: -4.8953 -0.2819 -3.8872
C: 5.6381 1.7147 -2.8797
C: 4.9300 0.8860 -1.8377
C: 4.9291 -0.6078 -2.1177
O: 5.7336 -1.1347 -1.0177
C: 6.0793 -0.1584 -0.1712
O: 6.7528 -0.3411 0.8123
O: 5.6371 1.0275 -0.5775
H: 6.5376 1.3401 -3.3682
H: 5.9116 2.7149 -2.5241
H: 4.9074 1.9983 -3.6439
H: 3.9026 1.2343 -1.7573
H: 5.4523 -0.8482 -3.0389
H: 3.9548 -1.0895 -2.0289
C: 5.7504 -5.4225 0.8032
C: 4.2664 -5.2703 0.6519
C: 3.6192 -3.8726 0.7682
O: 2.7760 -3.7352 -0.3858
C: 3.1452 -4.7016 -1.2775
O: 2.6493 -4.8632 -2.3349
O: 4.0998 -5.4998 -0.7620
H: 5.9093 -5.3009 1.8888
H: 6.2972 -4.5515 0.4409
H: 6.1557 -6.3641 0.4512
H: 3.6688 -6.0346 1.1595
H: 4.3527 -3.0628 0.7520
H: 2.9850 -3.8273 1.6526
F: 2.7424 2.1994 0.0785
C: 2.6399 2.2038 1.4208
C: 3.6617 1.6512 2.2032
C: 3.3770 1.4315 3.5532
C: 2.2155 1.9372 4.1385
C: 1.2268 2.4978 3.3411
C: 1.4313 2.5713 1.9758
H: 4.6586 1.4942 1.8145
H: 4.1609 0.9007 4.0778
H: 2.2112 1.8673 5.2189
H: 0.3005 2.8123 3.8014
H: 0.6404 2.8357 1.2855
F: -1.5920 0.8754 4.4835
C: -2.4405 -0.0838 4.8972
C: -1.9064 -1.3441 5.1874
C: -2.7546 -2.3168 5.6767
C: -4.0580 -1.9788 6.0023
C: -4.5771 -0.7624 5.6132
C: -3.7848 0.2262 5.0559
H: -0.8804 -1.5904 4.9521
H: -2.3685 -3.2969 5.9258
H: -4.7336 -2.6549 6.5115
H: -5.6065 -0.5219 5.8485
H: -4.1711 1.2029 4.8014
C: -6.8049 0.1183 2.1489
Br: -7.6156 1.0242 3.6888
Br: -8.0020 -0.3476 0.6896
Br: -5.9462 -1.5195 2.7640
H: -6.0060 0.7711 1.8189